<P>
C4H10NS2 | wB97M-V/def2-TZVPD

Structure (XYZ):
```
17
Properties=species:S:1:pos:R:3:mulliken_charge:R:1
C 0.67341 0.79219 1.53327 -1.837
C 0.66352 -0.19370 0.41906 0.264
C 1.79494 0.42395 -0.67702 -0.058
S 1.70292 0.18005 -2.21758 -0.306
C -1.02187 -0.57152 0.13657 -0.695
N -1.06332 -1.17918 -1.21147 0.026
S -2.18549 0.83659 0.22222 -0.113
H 1.67208 0.80282 1.85253 0.446
H 0.43554 1.75081 1.22572 0.527
H -0.06803 0.63091 2.23402 0.500
H 1.13684 -1.19759 0.67578 0.318
H 2.50539 0.90389 -0.13318 0.380
H -1.45359 -1.18980 0.77124 0.434
H -0.76712 -2.11743 -1.10916 0.347
H -0.43614 -0.69375 -1.92198 0.125
H -2.06268 -0.96338 -1.32598 0.455
H -1.52640 1.78514 -0.47405 0.187
```

Values from the calculation:
Net charge: +1
Gap between HOMO and LUMO in hartree: 0.323
LUMO energy in eV: -4.37
Structure (SMILES): C[C@H](C=S)[C@H]([NH3+])S

<Q>
C4H10NS2 | wB97M-V/def2-TZVPD

Structure (XYZ):
```
17
Properties=species:S:1:pos:R:3:mulliken_charge:R:1
C -0.87268 0.35263 -0.99102 -0.057
C 2.14773 0.64944 0.22781 -1.141
C -1.93094 -0.64628 -1.20667 -0.576
C 1.30241 -0.53012 0.41391 0.335
N 0.76050 -0.81944 1.55426 -0.248
S -1.24714 1.93222 -1.34717 -0.050
S -2.24147 -1.18105 0.53097 -0.209
H 3.18181 0.35455 0.42870 0.359
H 1.89598 1.45050 0.92073 0.388
H 2.12513 1.00306 -0.79705 0.290
H -2.86692 -0.33039 -1.67057 0.411
H -1.54695 -1.54079 -1.70294 0.296
H 1.24918 -1.27081 -0.37619 0.368
H 0.80729 -0.16983 2.33295 0.225
H 0.19311 -1.65171 1.67487 0.290
H -0.08263 2.47698 -0.93274 0.138
H -2.87442 -0.07896 0.94014 0.181
```

Values from the calculation:
Net charge: +1
Gap between HOMO and LUMO in hartree: 0.319
LUMO energy in eV: -3.89

Most stable structure, least stable structure: <Q>, <P>.

<P>
C44H47Cl2N5P2S4V | wB97M-V/def2-TZVPD

Structure (XYZ):
```
105
Properties=species:S:1:pos:R:3:mulliken_spin:R:1
V -0.23164 -0.59031 -0.08498 2.813
C 2.65037 -0.50608 -3.40861 -0.007
C 1.49315 -0.76621 -2.50759 0.013
N 1.08333 0.05765 -1.60181 -0.061
N 1.64035 1.25365 -1.39256 0.023
C 1.66722 2.20489 -2.29947 -0.003
N 2.31826 3.33275 -1.84688 0.000
S 0.99650 2.21120 -3.88360 0.002
C 0.82125 -2.06708 -2.47124 0.091
C 1.09022 -3.06274 -3.41110 0.008
C 0.47061 -4.28984 -3.30645 0.015
C -0.41912 -4.50454 -2.26645 0.000
C -0.64912 -3.46597 -1.38538 0.052
N -0.06579 -2.27220 -1.47246 -0.139
H 2.32943 -0.06937 -4.35670 0.003
H 3.22753 -1.41729 -3.57490 0.002
H 3.28984 0.23619 -2.92728 0.000
H 2.34890 3.40224 -0.83023 0.000
H 2.05339 4.16881 -2.33921 0.000
H 1.78626 -2.86076 -4.21189 0.000
H 0.67470 -5.06900 -4.03098 0.000
H -0.93520 -5.44569 -2.13748 -0.001
H -1.32750 -3.60405 -0.55666 -0.006
Cl -0.32443 2.15828 1.00873 -0.002
C 0.06181 2.71652 2.62916 -0.002
C -1.00846 2.80380 3.49978 0.002
C -0.81135 3.20950 4.81119 0.000
C 0.47834 3.52244 5.21605 0.000
C 1.52688 3.44624 4.32108 0.000
Cl 3.10252 3.87622 4.94026 0.000
C 1.39998 3.05442 2.96069 0.001
S 2.71075 2.99922 1.86633 0.000
H -1.99810 2.55188 3.14483 0.002
H -1.64303 3.27686 5.50060 0.000
H 0.68212 3.83253 6.23290 0.000
C -3.61037 0.48723 2.21641 0.028
C -3.03110 -0.82434 2.74590 0.000
P -2.10871 -1.71989 1.43432 0.084
C -1.42560 -3.17099 2.35164 0.013
C -2.30186 -3.94072 3.33825 0.000
C -3.49220 -2.27790 0.36002 0.017
C -4.50018 -3.30657 0.85884 -0.002
H -4.13235 1.02815 3.00919 0.000
H -4.31552 0.32558 1.39946 -0.002
H -2.81839 1.12403 1.82343 0.000
H -3.82352 -1.46396 3.14432 0.002
H -2.31962 -0.63941 3.55590 -0.008
H -0.57538 -2.73892 2.88650 -0.001
H -0.98000 -3.84805 1.61846 0.004
H -2.80801 -3.26844 4.03238 0.000
H -1.68112 -4.61211 3.93632 0.000
H -3.06208 -4.54253 2.84293 0.000
H -3.07574 -2.59223 -0.59830 -0.006
H -4.01144 -1.34623 0.12017 -0.005
H -4.08395 -4.31610 0.86018 0.000
H -5.37473 -3.30874 0.20377 0.000
H -4.84754 -3.08766 1.87038 0.000
C 4.29737 -3.32730 -0.99967 0.003
C 4.36711 -1.96221 -0.74566 0.002
C 3.38304 -1.33046 0.00090 -0.039
C 2.30023 -2.05309 0.50838 0.052
C 2.25243 -3.42820 0.26577 -0.023
C 3.23344 -4.05903 -0.48572 0.001
N 1.26646 -1.38565 1.19577 -0.065
C 1.39694 -1.29451 2.55066 -0.011
C 2.39474 -1.96783 3.29512 0.022
C 2.45195 -1.86897 4.67617 -0.006
C 1.53807 -1.10637 5.39188 0.017
C 0.55708 -0.42546 4.67484 -0.018
C 0.48509 -0.51936 3.30006 0.077
H 5.06072 -3.81512 -1.59476 0.000
H 5.18845 -1.37781 -1.14493 0.000
H 3.40759 -0.26049 0.18159 -0.008
H 1.41765 -3.99298 0.66706 -0.008
H 3.16351 -5.12465 -0.67664 0.000
H 3.13780 -2.56002 2.77669 0.004
H 3.24290 -2.39461 5.20233 -0.001
H 1.60740 -1.01440 6.46846 0.002
H -0.14672 0.22053 5.18938 0.000
H -0.26401 0.05118 2.76803 0.030
S -5.44791 0.19350 -1.41628 0.004
P -3.73459 0.16382 -2.41327 0.019
S -1.98411 0.62650 -1.57028 0.018
C -3.87145 1.24846 -3.88754 -0.003
C -2.80416 2.01840 -4.33265 0.000
C -2.93579 2.78253 -5.48736 0.000
C -4.12399 2.77637 -6.20031 0.000
C -5.19323 2.00475 -5.75663 0.000
C -5.06779 1.24710 -4.60393 -0.001
C -3.51679 -1.46741 -3.23845 -0.001
C -4.45139 -2.48479 -3.10667 0.000
C -4.26522 -3.69742 -3.76210 0.000
C -3.15330 -3.88756 -4.56838 -0.001
C -2.21761 -2.86808 -4.70683 0.002
C -2.38962 -1.66894 -4.03548 0.007
H -1.86454 2.01772 -3.79193 -0.001
H -2.09388 3.37710 -5.82046 0.000
H -4.22232 3.37266 -7.10041 0.000
H -6.12674 1.99907 -6.30763 0.000
H -5.90247 0.66083 -4.23773 0.000
H -5.32120 -2.30962 -2.48377 0.000
H -4.99503 -4.49055 -3.64591 0.000
H -3.01033 -4.82974 -5.08530 0.000
H -1.34307 -3.01276 -5.32912 0.001
H -1.64946 -0.87884 -4.11892 -0.007
```

Values from the calculation:
Net charge: -2
Gap between HOMO and LUMO (alpha / beta) in hartree: 0.201 / 0.201
Spin multiplicity: 4
LUMO energy (alpha / beta) in eV: 3.77 / 3.77

<Q>
C44H47Cl2N5P2S4V | wB97M-V/def2-TZVPD

Structure (XYZ):
```
105
Properties=species:S:1:pos:R:3:mulliken_spin:R:1
V -1.17539 -2.12745 -0.22961 2.928
C -4.56630 -3.30421 -2.74757 -0.004
C -3.56750 -2.64388 -1.85099 -0.002
N -2.34995 -3.05617 -1.72110 -0.107
N -1.93667 -4.11525 -2.48253 0.004
C -0.85408 -4.70150 -2.01629 0.023
N -0.41862 -5.77016 -2.77075 -0.005
S 0.02120 -4.33688 -0.58247 -0.011
C -3.95629 -1.47594 -1.04743 0.093
C -5.25840 -0.99123 -1.05399 0.007
C -5.58135 0.08978 -0.25123 0.008
C -4.60455 0.65801 0.54385 -0.005
C -3.32953 0.12344 0.49826 0.065
N -3.00696 -0.90461 -0.28122 -0.058
H -4.08844 -4.12411 -3.27332 0.001
H -5.40324 -3.69198 -2.16134 0.004
H -4.96159 -2.58798 -3.47297 0.003
H -0.75401 -5.78720 -3.72073 0.000
H 0.54558 -6.01648 -2.62638 0.000
H -6.00943 -1.45023 -1.68013 0.002
H -6.59046 0.48387 -0.24968 0.001
H -4.80432 1.50776 1.18127 0.000
H -2.53327 0.54919 1.09161 -0.024
Cl 0.03971 -1.13529 1.76134 0.034
C -1.19384 -1.17442 2.99652 -0.010
C -1.03784 -0.26138 4.02304 0.006
C -1.95717 -0.23091 5.05412 0.002
C -3.01927 -1.12102 5.03746 -0.001
C -3.15013 -2.02727 3.99828 0.014
Cl -4.51404 -3.11058 4.05615 0.000
C -2.24531 -2.10912 2.91566 0.009
S -2.42223 -3.27348 1.63778 -0.025
H -0.18667 0.40860 4.01081 -0.002
H -1.84198 0.47642 5.86539 0.000
H -3.75786 -1.12329 5.82822 0.000
C 2.86367 -3.54037 -2.14918 0.004
C 2.70155 -2.06011 -1.80905 0.012
P 1.00817 -1.31480 -1.77018 0.010
C 1.49785 0.43891 -1.49082 -0.037
C 2.71877 1.04817 -2.18012 0.001
C 0.45896 -1.45134 -3.52377 0.007
C 1.46249 -1.28621 -4.66270 0.004
H 3.91817 -3.75874 -2.33948 0.000
H 2.29848 -3.81086 -3.04662 0.000
H 2.51657 -4.17949 -1.34461 -0.001
H 3.25640 -1.47341 -2.54389 -0.002
H 3.15108 -1.84265 -0.83599 0.001
H 1.65563 0.49394 -0.40759 -0.013
H 0.59311 1.01126 -1.70348 0.006
H 3.64548 0.57296 -1.85530 0.000
H 2.78930 2.10728 -1.92212 0.000
H 2.66159 0.98005 -3.26656 -0.001
H -0.35438 -0.72983 -3.62094 -0.014
H -0.01876 -2.43473 -3.59164 -0.004
H 1.88029 -0.28097 -4.69348 0.000
H 0.96822 -1.46298 -5.62116 -0.001
H 2.29203 -1.99170 -4.58123 0.000
C -2.87930 1.57589 -5.99277 0.000
C -2.41825 2.70897 -5.32836 0.000
C -2.03459 2.66229 -3.99678 0.000
C -2.08699 1.45677 -3.24842 0.035
C -2.55490 0.31733 -3.95250 -0.029
C -2.93538 0.37861 -5.28173 0.006
N -1.65073 1.30754 -1.97006 -0.023
C -1.77745 2.29403 -1.04724 0.011
C -2.78274 3.30082 -1.07601 0.004
C -2.96691 4.18030 -0.02040 -0.002
C -2.17270 4.12456 1.12145 0.001
C -1.17865 3.14829 1.17540 0.008
C -0.98142 2.26507 0.12866 0.023
H -3.17426 1.62233 -7.03387 0.000
H -2.34551 3.65136 -5.86285 0.000
H -1.66348 3.55685 -3.51247 0.000
H -2.58148 -0.62168 -3.41565 0.048
H -3.27896 -0.52583 -5.77437 0.000
H -3.44478 3.35197 -1.93071 0.001
H -3.76146 4.91818 -0.08422 0.000
H -2.32619 4.81165 1.94438 0.000
H -0.54880 3.06391 2.05552 0.001
H -0.22966 1.49432 0.21507 -0.009
S 5.16882 -1.51693 4.92793 0.000
P 4.41730 -0.31080 3.55135 0.000
S 3.63917 -0.98628 1.86637 0.001
C 5.68296 0.97928 3.17131 0.000
C 5.97447 1.34551 1.86382 0.000
C 6.92407 2.32943 1.60285 0.000
C 7.58141 2.95821 2.64982 0.000
C 7.29303 2.59658 3.96161 0.000
C 6.35369 1.60808 4.22001 0.000
C 3.09366 0.73987 4.29766 0.000
C 2.51742 0.41140 5.51735 0.000
C 1.45099 1.15562 6.01659 0.000
C 0.96402 2.24180 5.30348 0.000
C 1.54201 2.58031 4.08338 0.000
C 2.59584 1.82919 3.58198 0.000
H 5.44477 0.84651 1.06033 0.000
H 7.14552 2.60563 0.57871 0.000
H 8.31882 3.72659 2.44774 0.000
H 7.80644 3.08184 4.78366 0.000
H 6.13997 1.30042 5.23662 0.000
H 2.91280 -0.43692 6.06330 0.000
H 0.99780 0.88034 6.96175 0.000
H 0.13131 2.81921 5.68857 0.000
H 1.16069 3.42122 3.51604 0.000
H 3.02315 2.07089 2.61564 0.000
```

Values from the calculation:
Net charge: -2
Gap between HOMO and LUMO (alpha / beta) in hartree: 0.214 / 0.213
Spin multiplicity: 4
LUMO energy (alpha / beta) in eV: 4.03 / 4.00

Most stable structure, least stable structure: <Q>, <P>.

<P>
CH7NOS2 | wB97M-V/def2-TZVPD

Structure (XYZ):
```
12
Properties=species:S:1:pos:R:3:mulliken_charge:R:1
N -2.16925 -0.01548 -1.09510 -0.441
C -2.17287 0.73494 0.13901 -0.118
O -3.37357 1.39946 0.35280 -0.520
H -2.83030 0.34775 -1.76322 0.203
H -1.26098 -0.20831 -1.48543 0.216
H -1.31855 1.38658 0.28379 0.151
H -2.11381 0.00215 0.95341 0.225
H -3.36248 2.26234 0.01141 0.307
S 2.04871 0.44668 0.02052 -0.125
S 1.87514 -1.58784 0.25859 -0.165
H 0.80032 0.90363 0.22518 0.094
H 1.62751 -1.58899 1.57578 0.171
```

Values from the calculation:
Gap between HOMO and LUMO in hartree: 0.346
LUMO energy in eV: 0.23
Structure (SMILES): NCO.SS

<Q>
CH7NOS2 | wB97M-V/def2-TZVPD

Structure (XYZ):
```
12
Properties=species:S:1:pos:R:3:mulliken_charge:R:1
N -1.77618 0.28629 -1.44909 -0.631
C -1.49159 1.54732 -0.73095 -0.122
O -0.30183 1.55055 0.03206 -0.488
H -1.08945 0.32561 -2.13571 0.227
H -1.47108 -0.60133 -0.98663 0.272
H -1.38849 2.52275 -1.21309 0.295
H -2.40316 1.58513 -0.02773 0.190
H 0.36258 1.23025 -0.56190 0.261
S 2.65285 -2.84942 1.23027 -0.168
S 2.28452 -1.19773 2.43096 -0.165
H 3.45776 -2.39772 0.29108 0.143
H 1.16408 -2.00170 3.12073 0.186
```

Values from the calculation:
Gap between HOMO and LUMO in hartree: 0.324
LUMO energy in eV: 0.27
Structure (SMILES): NCO.SS

Most stable structure, least stable structure: <P>, <Q>.

<P>
C3H3IS | wB97M-V/def2-TZVPD

Structure (XYZ):
```
8
Properties=species:S:1:pos:R:3:mulliken_charge:R:1
C 0.59507 0.30989 0.10529 -0.295
C 1.26494 1.36873 1.36777 -0.193
C -0.51658 -0.79726 -0.33936 -0.722
S 0.31419 2.06736 0.19657 0.046
I -2.37704 -0.64077 0.70061 0.064
H 1.40541 0.20466 -0.51012 0.386
H -0.01296 -1.74187 -0.07442 0.358
H -0.67303 -0.77075 -1.44634 0.357
```

Values from the calculation:
Gap between HOMO and LUMO in hartree: 0.333
LUMO energy in eV: -0.41

<Q>
C3H3IS | wB97M-V/def2-TZVPD

Structure (XYZ):
```
8
Properties=species:S:1:pos:R:3:mulliken_charge:R:1
C -1.57830 2.31718 -0.27881 0.035
C -1.05051 1.41148 0.28866 -0.152
C -0.20995 0.49137 0.96417 -0.398
S 0.56393 -0.66753 0.16106 -0.180
H -1.78228 3.01718 -1.02421 0.389
H -0.11255 0.83319 1.95392 0.313
I 2.76500 -4.15072 -0.97431 -0.054
H 1.40466 -3.25215 -1.09046 0.048
```

Values from the calculation:
Gap between HOMO and LUMO in hartree: 0.298
LUMO energy in eV: -1.20
Structure (SMILES): C#CC=S.I

Most stable structure, least stable structure: <Q>, <P>.